DFT (wB97M-V/def2-TZVPD) results for the molecule C5H11NO.

Geometry as XYZ:
```
18
Properties=species:S:1:pos:R:3
C -2.06 0.28 -1.12
C -0.60 -0.05 -0.59
N 0.13 1.21 -0.67
C -0.32 -0.68 0.79
C 1.07 -0.26 1.37
C 2.31 -0.53 0.47
O 3.30 -1.16 0.84
H -2.54 1.02 -0.35
H -2.56 -0.66 -1.02
H -2.05 0.48 -2.16
H -0.23 -0.80 -1.26
H -0.28 1.97 -0.14
H 0.43 1.63 -1.59
H -0.98 -0.40 1.58
H -0.33 -1.77 0.58
H 1.38 0.77 1.52
H 1.06 -0.89 2.31
H 2.28 -0.17 -0.56
```

Gap between HOMO and LUMO: 0.360 Ha
Maximum force: 4.032 eV Å⁻¹
Structure (SMILES): C[C@@H](N)CCC=O
Energy above the lowest of the compared OMol25 structures with the same formula, charge and spin: 237.6 kJ/mol
HOMO: -0.3286 Ha
LUMO: 0.860 eV

Mulliken population analysis, charges in e, atoms 1 to 8: -1.34, 0.08, -0.51, -0.64, -0.42, -0.06, -0.52, 0.30